No. 1
{"formula": "C3H6N2O2", "method": "ωB97M-V with the def2-TZVPD basis set", "homo_lumo_gap_ev": 9.88, "multiplicity": 1, "relative_energy_ev": 4.786, "homo_energy_ev": -9.38, "species": ["C", "C", "N", "C", "O", "N", "O", "H", "H", "H", "H", "H", "H"], "positions_angstrom": [[0.22292, 0.94580, -0.60766], [-1.11409, -0.26014, 0.16431], [-0.75168, -1.49501, -0.06153], [1.68197, 0.08444, 0.23109], [1.63146, 1.19741, -0.55112], [-2.11015, 0.31357, 0.61728], [1.76046, -1.09901, -0.14739], [-1.24627, -2.21058, 0.45476], [0.32623, -1.62847, -0.19907], [-2.07388, 1.29282, 0.86624], [1.95057, 0.37052, 1.25834], [-0.26658, 1.90052, -0.41479], [-0.01097, 0.58812, -1.61046]], "atomic_forces_ev_per_a": [[-3.252, 0.437, -0.930], [2.354, 2.334, 0.129], [1.416, -1.246, -0.334], [2.407, -1.689, 0.296], [0.169, -1.526, 0.252], [-0.806, -0.213, 0.260], [0.332, 2.232, 0.307], [0.007, 0.070, -0.127], [-2.133, 0.053, 0.149], [0.189, -0.117, -0.328], [-0.612, -0.235, 0.179], [-0.123, -0.233, 0.204], [0.052, 0.133, -0.056]], "nbo_charge": [-0.274, 0.579, -0.845, 0.632, -0.506, -0.729, -0.631, 0.406, 0.446, 0.379, 0.145, 0.193, 0.206]}

No. 2
{"formula": "C30H40BrCaF6N7O6S3", "method": "ωB97M-V with the def2-TZVPD basis set", "homo_lumo_gap_ev": 8.14, "multiplicity": 1, "relative_energy_ev": 1.948, "homo_energy_ev": -7.89, "species": ["Ca", "C", "C", "C", "C", "C", "C", "C", "C", "C", "C", "C", "C", "H", "H", "H", "H", "H", "H", "H", "H", "H", "H", "H", "H", "H", "H", "H", "H", "H", "H", "F", "C", "F", "F", "S", "O", "O", "N", "S", "O", "O", "C", "F", "F", "F", "S", "C", "N", "C", "C", "C", "N", "H", "H", "H", "H", "H", "H", "H", "H", "C", "C", "C", "C", "N", "C", "N", "N", "N", "H", "H", "H", "H", "H", "H", "H", "H", "H", "H", "Br", "C", "C", "C", "C", "C", "C", "C", "O", "O", "H", "H", "H", "H"], "positions_angstrom": [[0.69260, -0.65238, 0.32930], [-3.49959, -0.10571, -2.60510], [-2.89197, 0.82381, -1.59062], [-2.08660, 1.87610, -2.04440], [-1.88810, 2.01239, -3.53135], [-1.52463, 2.77162, -1.13508], [-0.66059, 3.91263, -1.60917], [-1.79346, 2.62379, 0.23377], [-1.20893, 3.57707, 1.24737], [-2.64885, 1.61349, 0.67599], [-3.10875, 1.56835, 2.11211], [-3.15906, 0.67698, -0.23117], [-4.04791, -0.43901, 0.25583], [-4.06661, 0.45509, -3.34950], [-4.17307, -0.82759, -2.15597], [-2.73788, -0.66571, -3.14821], [-2.80947, 2.33325, -4.02338], [-1.61539, 1.06019, -3.97981], [-1.11292, 2.72354, -3.79372], [0.39974, 3.65554, -1.58958], [-0.79126, 4.79663, -0.98933], [-0.90251, 4.21109, -2.62426], [-1.95121, 4.29699, 1.60185], [-0.37499, 4.14006, 0.84706], [-0.82880, 3.04752, 2.11875], [-4.19787, 1.51575, 2.15908], [-2.80911, 2.45179, 2.66730], [-2.72816, 0.69833, 2.64665], [-4.00660, -0.54246, 1.33563], [-3.74368, -1.39582, -0.16704], [-5.09296, -0.27135, -0.01763], [3.77319, 3.20156, -0.18117], [2.99382, 2.30779, 0.41797], [1.78849, 2.83128, 0.58606], [3.52406, 1.98157, 1.58567], [2.92736, 0.75433, -0.67044], [2.98705, -0.39122, 0.24280], [3.94033, 0.96290, -1.65623], [1.37243, 0.83665, -1.32989], [1.24578, -0.26805, -2.56244], [2.14651, -1.38090, -2.33592], [-0.13633, -0.58726, -2.76238], [1.84032, 0.57591, -4.12620], [3.11959, 0.32925, -4.34031], [1.12874, 0.08903, -5.14939], [1.64214, 1.88697, -4.04830], [1.55834, -3.03897, 2.18235], [0.20704, -4.06973, 2.17246], [0.36474, -5.40675, 2.24313], [-0.75015, -6.32634, 2.34851], [-1.88678, -5.80309, 1.48169], [-2.24337, -4.39398, 1.92844], [-1.03844, -3.59742, 2.07642], [1.30983, -5.71664, 2.40493], [-1.08147, -6.41933, 3.39168], [-0.41255, -7.30846, 2.01653], [-2.75873, -6.45481, 1.55549], [-1.56419, -5.78587, 0.43729], [-2.78658, -4.42488, 2.87998], [-2.88160, -3.89419, 1.19745], [-1.10331, -2.58243, 1.96476], [-2.62401, -6.50838, -2.93372], [-1.17484, -6.27094, -3.33410], [-0.21577, -6.84449, -2.29599], [-0.88430, -4.79953, -3.61249], [-0.85260, -3.97835, -2.40635], [0.17306, -3.56180, -1.67637], [-0.27756, -2.85272, -0.67207], [-1.61979, -2.83043, -0.82605], [-1.97090, -3.49705, -1.84695], [-2.79333, -7.56430, -2.73240], [-3.31390, -6.20201, -3.71726], [-2.88373, -5.94915, -2.03569], [-0.98846, -6.77568, -4.28768], [-0.39164, -6.40514, -1.31399], [0.82711, -6.66838, -2.55517], [-0.35237, -7.91956, -2.20135], [-1.63716, -4.34794, -4.26135], [0.09250, -4.68069, -4.08591], [1.20387, -3.78377, -1.88164], [1.11964, 2.53421, 4.51212], [0.08474, 1.02349, 5.01946], [-0.24248, 0.97405, 6.36875], [-1.01932, -0.05859, 6.86704], [-1.48729, -1.04510, 6.01071], [-1.16951, -0.97580, 4.66789], [-0.37635, 0.04276, 4.14778], [-0.09540, -0.02058, 2.69155], [0.88199, 0.59961, 2.20458], [-0.86696, -0.73465, 1.97377], [0.11617, 1.75364, 7.02245], [-1.25815, -0.08125, 7.92030], [-2.09509, -1.85502, 6.38628], [-1.53255, -1.74401, 3.98642]], "atomic_forces_ev_per_a": [[-1.138, -1.846, 0.943], [-0.073, -0.075, -0.036], [0.065, -0.042, -0.007], [-0.048, -0.042, -0.059], [0.054, 0.023, -0.069], [0.024, -0.004, 0.053], [-0.028, 0.153, -0.026], [-0.017, 0.058, 0.069], [0.075, 0.045, 0.026], [-0.077, -0.066, 0.025], [-0.031, 0.046, 0.109], [-0.050, 0.095, 0.005], [-0.017, -0.105, 0.043], [-0.042, 0.028, -0.044], [-0.044, -0.020, 0.024], [0.109, -0.019, -0.011], [-0.053, 0.050, -0.002], [0.026, -0.101, -0.012], [0.047, 0.000, -0.013], [0.073, -0.064, 0.009], [-0.016, 0.016, -0.002], [-0.019, 0.025, -0.022], [-0.031, 0.023, -0.007], [0.065, 0.038, -0.027], [0.014, -0.061, 0.046], [-0.027, 0.023, -0.017], [0.008, 0.021, 0.011], [0.038, -0.047, -0.021], [0.027, -0.006, 0.042], [0.010, -0.003, -0.028], [-0.029, 0.013, -0.017], [-0.114, -0.154, 0.018], [-0.191, -0.018, 0.015], [0.118, -0.106, 0.034], [-0.104, 0.007, -0.211], [-0.218, 0.291, -0.733], [0.208, 1.088, -0.597], [0.079, -0.273, 0.301], [1.478, -0.686, -0.913], [0.750, 0.313, 0.784], [-0.326, 0.330, -0.314], [-0.041, 0.371, 0.042], [-0.152, 0.105, -0.148], [-0.111, 0.000, 0.062], [0.105, 0.046, 0.205], [-0.001, -0.132, 0.023], [0.047, -0.082, -0.062], [-0.111, 0.199, -0.101], [0.193, 0.096, 0.064], [-0.070, -0.051, 0.040], [-0.050, 0.002, 0.032], [-0.100, -0.076, 0.066], [0.231, 0.298, 0.021], [-0.087, 0.020, -0.038], [-0.002, -0.014, -0.091], [-0.045, 0.017, -0.004], [0.036, 0.036, 0.002], [-0.011, 0.001, 0.028], [0.015, -0.028, -0.038], [0.016, -0.065, 0.024], [-0.021, -0.188, 0.122], [-0.042, 0.010, 0.030], [0.049, -0.109, -0.031], [0.014, 0.002, -0.029], [0.068, 0.247, -0.030], [-0.097, -0.015, -0.092], [0.511, -0.208, 0.137], [-0.097, 0.357, -0.350], [-0.073, 0.271, 0.399], [-0.363, -0.189, -0.305], [-0.006, -0.085, 0.005], [-0.040, 0.049, -0.084], [0.008, 0.028, 0.077], [-0.027, -0.016, 0.015], [-0.012, 0.032, 0.064], [0.103, 0.037, -0.062], [-0.041, -0.069, -0.004], [0.053, -0.117, 0.001], [-0.061, -0.009, 0.028], [0.087, 0.056, -0.040], [-0.054, -0.137, -0.109], [0.051, 0.195, 0.212], [-0.055, -0.097, 0.012], [0.044, 0.032, -0.102], [0.066, 0.126, 0.010], [-0.209, -0.420, 0.025], [-0.086, 0.008, 0.209], [0.038, 0.299, -0.140], [-0.192, -0.030, 0.148], [-0.138, 0.011, 0.074], [0.019, 0.046, 0.053], [-0.021, -0.017, 0.070], [-0.037, -0.050, 0.016], [0.121, 0.257, 0.173]], "mulliken_charge": [0.909, -2.377, 0.971, 2.132, -2.288, 0.705, -2.549, 1.593, -2.378, 0.894, -2.508, 1.671, -2.405, 0.477, 0.504, 0.139, 0.392, 0.281, 0.376, 0.248, 0.500, 0.536, 0.528, 0.349, 0.033, 0.499, 0.407, 0.276, 0.366, 0.329, 0.411, -0.252, 0.673, -0.108, -0.202, 0.975, -0.675, -0.606, -0.405, 0.700, -0.552, -0.417, 0.505, -0.174, -0.195, -0.186, -0.369, 0.492, -0.170, -0.893, 0.129, -0.427, 0.453, 0.271, 0.310, 0.485, 0.496, -0.524, 0.424, 0.211, -0.226, -1.466, 0.813, -1.172, -1.306, 0.963, -0.994, 0.213, 0.604, -1.083, 0.429, 0.396, 0.232, 0.330, -0.052, 0.359, 0.462, 0.433, 0.424, 0.366, -0.167, 0.093, -0.628, -0.542, -0.907, 0.123, 0.132, 1.088, -0.591, -0.751, 0.438, 0.387, 0.420, 0.187]}

No. 3
{"formula": "C4H12OSi2", "method": "ωB97M-V with the def2-TZVPD basis set", "homo_lumo_gap_ev": 9.56, "multiplicity": 1, "relative_energy_ev": 4.051, "homo_energy_ev": -8.81, "species": ["C", "C", "C", "C", "O", "Si", "Si", "H", "H", "H", "H", "H", "H", "H", "H", "H", "H", "H", "H"], "positions_angstrom": [[0.20158, -0.50274, -1.97268], [-2.17790, -0.63930, -0.90257], [2.11366, 0.89420, 2.41816], [0.69549, 0.64014, 2.06125], [0.49751, 0.22212, 0.79465], [-1.33326, -1.58095, -2.37889], [-0.55264, 0.31218, -0.52188], [1.07316, -0.88919, -1.46044], [0.49626, 0.01684, -2.86380], [-2.98595, -0.07079, -1.17891], [-2.55040, -1.32271, 0.01718], [2.58953, 1.66370, 1.77974], [2.31001, 1.44460, 3.39168], [2.70707, -0.05351, 2.60298], [0.13910, 1.58893, 2.20375], [0.36090, -0.20331, 2.79534], [-1.79419, -0.92217, -3.67074], [-1.11782, -3.06246, -2.44755], [-0.67211, 2.46443, -0.66726]], "atomic_forces_ev_per_a": [[0.464, -0.673, -0.049], [1.128, -3.552, 3.385], [2.654, 0.655, 1.399], [-1.465, -0.022, 3.347], [-0.934, -1.609, -3.748], [0.661, 1.803, 0.418], [-0.019, 3.599, 0.287], [0.612, -0.704, -0.399], [0.397, 0.531, -0.163], [-1.965, 1.541, -0.606], [0.738, 1.429, -2.035], [0.021, -1.020, -0.464], [-1.200, -0.751, -0.584], [-0.436, 1.078, -0.969], [-0.087, -0.533, 0.364], [-0.057, 1.603, -1.033], [-0.064, -0.758, 0.505], [-0.367, 0.407, 0.116], [-0.082, -3.026, 0.227]], "nbo_charge": [-1.423, -1.338, -0.642, -0.043, -0.905, 1.082, 1.796, 0.276, 0.281, 0.259, 0.267, 0.219, 0.222, 0.211, 0.173, 0.157, -0.154, -0.141, -0.298]}